The following is a quantum chemistry calculation of 7 unconnected molecules or ions with the total composition C28H62N2O12S5 in a non-equilibrium geometry, from the OMol25 dataset.

Output
* gap between HOMO and LUMO: 0.3362 Ha
* energy relative to the best compared isomer or geometry (same formula, charge and spin): 84.34 kcal per mole
* SMILES: O=S1(=O)CCCC1.O=S1(=O)CCCC1.O=S1(=O)CCCC1.O=S1(=O)CCCC1.O=S1(=O)CCCC1.COC[C@H](C)N.COC[C@H](C)N
* electronic energy: -4107.0864 hartree
* 2S+1: 1

The geometry in XYZ format:
```
109
C28H62N2O12S5, DFT ωB97M-V with the def2-TZVPD basis set
H -5.4139 9.4489 5.0482
C 4.5429 -4.7774 2.0982
C 1.9753 -5.0243 -6.5121
C 6.7144 -4.0725 2.9109
S -3.0955 8.1434 4.9186
H 2.0541 9.6456 0.5456
H 6.2464 -6.0687 2.6683
H -5.2623 -11.7364 -0.8472
O -4.8013 4.1213 -4.3067
H -2.1553 -12.9117 0.7747
C -3.7877 8.2667 3.2560
C -0.7579 0.5729 2.7730
H -2.5680 10.2436 5.0118
H -0.8429 0.1514 5.6106
H -3.5532 10.2609 2.7837
H -3.8276 0.9931 -3.8861
O 1.2914 9.6999 -2.8976
O 0.5283 11.3151 -0.9556
S -3.5063 3.4770 -4.1771
C 1.4421 -5.0331 -5.0558
H -5.2612 9.7264 2.5640
H 3.7911 -5.5234 1.8404
C 4.2575 -4.3467 3.5899
C -1.6704 -1.5194 1.7859
H -3.9362 -10.6864 1.6056
H 4.3870 9.1026 0.5503
H 0.1482 1.7360 5.9159
H -4.6706 1.6855 -5.1802
O -0.9576 -0.9108 2.8156
O 4.6355 -4.9568 -6.0276
H 4.2563 8.8045 -1.2225
S 1.5443 10.5117 -1.6731
H 1.3320 -5.6634 -7.1169
H 0.8342 -7.1391 -4.7948
H -3.1769 -9.6321 0.4226
H 3.3314 -7.8852 -5.1326
C 4.0709 10.7766 -0.6875
H 1.9483 -4.2817 -4.4498
H -4.3345 -10.5108 -1.8100
C -3.0770 -11.6190 -0.3457
H -2.9358 4.9666 -5.8854
O 5.7441 -2.4450 4.8842
H 6.5376 -5.2514 1.1273
C -3.4682 9.7796 5.4149
O -2.8015 3.5757 -2.8862
C -4.6766 10.1568 4.6697
C -2.4461 2.8436 -6.5288
C 6.0229 -5.1754 2.0852
H -1.2420 -1.4238 0.7881
H 0.0329 3.1644 3.2546
H -1.3474 4.2445 -5.2658
H -3.4197 9.8921 6.4980
H -5.0738 11.1715 4.6981
H 3.7140 -5.1422 4.0997
H -1.7793 1.5143 -4.9628
N 0.6736 2.4593 3.5899
H -1.5530 -8.7044 2.1692
O -4.0138 7.4473 5.8226
H -2.3044 -9.8064 3.3537
H -2.9564 -13.4246 -0.6130
C 3.2567 11.2696 -1.9304
H 6.6451 -3.1085 2.4070
H 1.5883 -6.3094 -3.4297
C -3.7301 1.7772 -4.6370
O -1.8371 -10.7565 1.5042
H 1.8883 8.1776 -0.4315
H 2.3290 -4.1335 -7.0311
C -1.6259 -9.7393 2.5033
C -4.3088 -11.4779 -1.3078
S 3.6020 -5.8610 -6.3642
H 4.3949 -3.8926 1.4791
H -0.6539 -10.0262 2.9044
C 3.8047 9.2827 -0.3533
H -1.7466 -2.5821 2.0162
H -2.6568 -1.0604 1.8518
H 0.3725 -4.8424 -4.9685
H 3.6830 -3.4204 3.5918
H 7.7573 -4.2917 3.1395
H 3.1442 12.3168 -2.2114
C 1.6366 -6.4593 -4.5082
H 3.6984 10.8562 -2.8371
H -4.1486 -12.2407 -2.0697
H -4.5104 7.4641 3.1090
H -1.6836 1.1431 2.6945
H 3.7737 -6.3547 -4.1146
H -1.5495 1.6818 5.2935
S 5.8361 -3.8491 4.5013
H 0.9379 0.5010 4.0447
H -3.0954 7.9004 2.4981
N -3.0106 -12.8836 0.2382
H -2.2109 -11.3794 -0.9626
C -4.3735 9.6721 3.1942
H 1.0155 2.8154 4.4710
H -2.6675 0.5690 -6.1832
C 0.0852 1.1640 3.8982
H 5.1321 10.9635 -0.8521
C -3.1403 -10.6285 0.8631
C 2.2947 9.1888 -0.4144
H -1.5623 2.8295 -7.1667
C -2.3692 4.0780 -5.6068
H -0.3378 0.8523 1.8068
O 6.3116 -4.8806 5.4718
O -1.6516 7.9585 4.9513
H 3.7941 11.3586 0.1916
C -0.5856 1.1748 5.3375
O 3.7822 -6.7459 -7.5121
C -2.6227 1.5205 -5.6533
H -3.2343 3.0196 -7.2610
C 3.1657 -6.8381 -4.8792
```